{"formula": "C4H5N3", "method": "ωB97M-V with the def2-TZVPD basis set", "elements": ["H", "H", "C", "N", "H", "H", "N", "H", "C", "N", "C", "C"], "positions_angstrom": [[-2.4294, 0.4943, 0.5231], [-1.7654, -1.1215, 0.2435], [0.5207, -0.3247, -0.6022], [3.1568, 1.4168, 0.9682], [-0.4554, 1.4243, -0.6036], [1.0487, -0.9865, 1.3569], [1.0328, -1.1541, -1.3737], [-2.4460, -0.2117, -1.1194], [1.4203, -0.4285, 0.4969], [-0.5941, 0.4464, -0.4466], [-1.8828, -0.1234, -0.1948], [2.3937, 0.5685, 0.7517]], "atomic_forces_ev_per_a": [[0.0, -0.1, -0.1], [0.0, 0.2, -0.1], [0.0, 0.2, 0.3], [-0.6, -0.7, -0.2], [-0.3, 0.3, 0.1], [0.4, -0.3, -0.3], [0.1, 0.1, 0.8], [-0.4, -0.2, 0.0], [1.0, -0.1, 0.7], [-0.4, 0.4, -0.8], [-0.5, -0.1, -0.2], [0.7, 0.2, -0.2]], "homo_energy_ev": [-9.4685, -9.2620], "de_lowest_kcal_mol": 111.7, "lumo_energy_ha": [-0.044, -0.027], "gap_ev": [8.264, 8.515], "e_tot_ha": -319.5342}